The following is a DFT calculation (wB97M-V/def2-TZVPD) of C7H10CoN2O3 as an isolated structure at a distorted geometry.

As for the HOMO energy (spin up / spin down): -3.403 / -4.867 eV. The frontier orbital gap (spin up / spin down) comes out at 6.720 / 7.646 eV. Its charge is -1. The value obtained for the LUMO energy (spin up / spin down) is 0.1219 / 0.1022 Ha. Its spin multiplicity is 5.

Last column: Löwdin spin population.
Element x y z (Å)
C  -0.499  0.851  -2.260  0.032
C  0.876  0.874  -1.907  0.100
C  1.015  1.458  -0.555  0.036
C  -0.318  1.827  -0.131  0.072
C  -1.243  1.458  -1.166  0.086
Co  -0.278  -0.267  -0.529  2.018
N  -2.131  -0.279  0.573  1.493
C  0.022  -1.964  -0.542  0.034
C  1.319  -1.400  -0.424  0.036
H  1.907  1.631  -0.042  0.002
H  1.711  0.623  -2.549  0.007
H  -0.543  2.351  0.792  0.005
H  -2.303  1.669  -1.168  0.005
H  -0.910  0.611  -3.229  0.004
H  1.864  -1.610  -1.357  0.000
H  -0.319  -2.320  0.428  0.012
H  -1.447  -0.808  1.416  0.033
H  1.721  -1.536  0.607  0.004
H  -0.608  -2.168  -1.443  0.016
O  0.236  -0.007  4.586  0.000
N  0.043  -0.246  3.397  0.000
O  -0.847  -1.082  3.022  -0.002
O  0.731  0.334  2.482  0.007

Forces on atoms 1 to 2 (eV/Å):
C 0.2 1.6 0.4
C 0.2 2.0 0.7


The following is a DFT calculation (wB97M-V/def2-TZVPD) of a 2-piece molecular cluster, C7H10F2N2S overall at a distorted geometry.

As for the HOMO energy: -6.698 eV. The frontier orbital gap comes out at 7.134 eV. The value obtained for the LUMO energy is 0.0160 Ha.

Last column: natural (NBO) charge in e.
Element x y z (Å)
C  -0.575  -0.768  2.990  -0.049
C  -1.570  -0.488  3.823  -0.434
C  -1.961  0.113  1.521  -0.101
C  1.029  0.605  -3.048  -0.654
C  0.783  -2.031  -1.165  -0.337
C  0.769  1.664  -0.822  0.507
C  0.868  0.363  -1.513  -0.064
N  -0.774  -0.370  1.661  -0.483
N  0.606  -0.778  -0.825  -0.402
F  -0.348  2.419  -1.329  -0.404
F  1.790  2.572  -0.933  -0.352
S  -2.869  0.280  2.967  0.430
H  0.363  -1.299  3.248  0.226
H  -1.435  -0.736  4.831  0.250
H  1.670  -0.104  -3.511  0.211
H  1.293  1.699  -2.983  0.244
H  0.117  0.355  -3.628  0.212
H  0.466  -2.717  -0.430  0.184
H  -2.511  0.440  0.711  0.226
H  1.511  -2.244  -1.975  0.196
H  0.593  1.575  0.230  0.137
H  0.185  -0.551  0.178  0.457

Forces on atoms 1 to 2 (eV/Å):
C 1.5 -0.2 -1.7
C -0.5 0.4 -0.5


The following is a DFT calculation (wB97M-V/def2-TZVPD) of a 2-piece molecular cluster, C7H10F6NO overall at a distorted geometry.

As for the HOMO energy (spin up / spin down): -15.747 / -11.976 eV. The frontier orbital gap (spin up / spin down) comes out at 11.191 / 3.975 eV. Its charge is +1. The value obtained for the LUMO energy (spin up / spin down) is -0.1674 / -0.2941 Ha.

Last column: natural (NBO) charge in e.
Element x y z (Å)
C  0.255  0.130  0.448  0.808
C  1.436  1.344  -2.454  -0.640
C  2.405  -1.456  1.704  -0.630
C  0.465  0.369  -1.919  -0.258
C  2.766  -0.337  0.769  -0.074
C  -4.006  0.026  0.145  0.618
C  -3.960  -0.247  1.566  0.851
N  0.939  -0.036  -0.623  -0.068
O  2.188  -0.506  -0.607  -0.292
F  -0.865  0.740  0.254  -0.242
F  -3.180  -0.470  -0.719  -0.285
F  -4.890  0.864  -0.378  -0.269
F  -4.401  0.791  2.267  -0.289
F  -2.742  -0.534  2.053  -0.330
F  -4.607  -1.325  1.932  -0.293
H  2.439  0.873  -2.562  0.245
H  1.143  1.900  -3.425  0.274
H  1.527  2.187  -1.728  0.219
H  1.262  -1.462  1.784  0.214
H  2.873  -2.319  1.418  0.240
H  2.876  -1.182  2.719  0.264
H  0.655  -0.512  -2.536  0.256
H  -0.567  0.726  -1.803  0.256
H  3.782  -0.134  0.511  0.240
H  2.207  0.571  1.186  0.184

Forces on atoms 1 to 2 (eV/Å):
C -0.8 0.9 -2.0
C 1.3 3.1 -0.9


The following is a DFT calculation (wB97M-V/def2-TZVPD) of an isolated ion of composition C7H10IN2 and charge +1 at a distorted geometry.

As for the HOMO energy (spin up / spin down): -11.556 / -11.557 eV. The frontier orbital gap (spin up / spin down) comes out at 7.067 / 7.068 eV. Its charge is +1. The value obtained for the LUMO energy (spin up / spin down) is -0.1650 / -0.1650 Ha. Its structure (SMILES) is C=C/C=C(I)/[NH+]=C/N=C\C.

Last column: natural (NBO) charge in e.
Element x y z (Å)
C  2.356  3.476  0.333  -0.276
C  2.431  2.157  0.152  -0.287
C  1.333  1.299  -0.007  -0.172
C  1.563  -0.198  -0.035  -0.026
I  3.441  -1.332  -0.324  0.225
N  0.421  -0.939  -0.213  -0.570
C  -0.666  -0.624  -0.985  0.354
N  -1.598  -1.501  -1.084  -0.370
C  -2.451  -2.235  -0.601  0.283
C  -3.017  -1.851  0.818  -0.672
H  3.283  3.970  0.644  0.214
H  1.525  4.162  0.272  0.211
H  3.369  1.610  0.406  0.232
H  0.304  1.594  -0.173  0.208
H  0.283  -1.780  0.295  0.411
H  -0.657  0.237  -1.588  0.241
H  -2.546  -3.139  -1.194  0.236
H  -3.322  -0.782  0.678  0.249
H  -2.171  -1.734  1.453  0.245
H  -3.879  -2.391  1.154  0.264

Forces on atoms 1 to 2 (eV/Å):
C 1.4 0.5 0.4
C 0.9 0.3 1.0


The following is a DFT calculation (wB97M-V/def2-TZVPD) of an isolated ion of composition C7H10IN4 and charge +1.

As for the HOMO energy: -12.741 eV. The frontier orbital gap comes out at 8.442 eV. Its charge is +1. The value obtained for the LUMO energy is -0.1580 Ha. Its structure (SMILES) is C#CCn1cnn[n+]1C[C@@H](C)I.

Last column: natural (NBO) charge in e.
Element x y z (Å)
C  -2.981  -1.821  -0.506  -0.093
C  -2.631  -0.877  0.140  -0.109
C  -2.198  0.315  0.862  -0.289
N  -1.302  1.127  0.022  -0.101
C  -1.591  2.255  -0.625  0.220
N  -0.524  2.655  -1.302  -0.198
N  0.425  1.773  -1.076  0.065
N  -0.034  0.863  -0.284  0.092
C  0.697  -0.331  0.178  -0.277
C  2.134  -0.371  -0.343  -0.329
C  3.099  -0.968  0.716  -0.628
I  2.160  -1.520  -2.171  0.131
H  -3.227  -2.598  -1.194  0.266
H  -1.694  0.060  1.794  0.264
H  -3.043  0.956  1.112  0.274
H  -2.555  2.736  -0.601  0.261
H  0.637  -0.385  1.266  0.239
H  0.141  -1.183  -0.220  0.264
H  2.484  0.613  -0.632  0.254
H  3.782  -1.662  0.239  0.247
H  2.535  -1.485  1.489  0.212
H  3.686  -0.154  1.136  0.236

Forces on atoms 1 to 2 (eV/Å):
C 0.3 0.2 -0.3
C 0.0 0.0 0.0


The following is a DFT calculation (wB97M-V/def2-TZVPD) of C7H10N as an isolated structure at a distorted geometry.

As for the HOMO energy: -12.942 eV. The frontier orbital gap comes out at 8.633 eV. Its charge is +1. The value obtained for the LUMO energy is -0.1583 Ha.

Last column: natural (NBO) charge in e.
Element x y z (Å)
C  -2.113  -0.116  -0.876  -0.244
C  -0.771  0.038  -1.439  -0.135
C  0.598  0.327  0.837  -0.108
C  -0.066  0.636  1.938  -0.308
C  -2.169  -0.888  0.181  -0.304
C  1.994  0.156  0.492  -0.220
C  0.227  0.038  -0.544  0.083
N  1.660  -0.148  -0.939  -0.538
H  -2.792  0.289  -1.570  0.237
H  -0.616  -0.032  -2.489  0.234
H  -1.143  0.821  1.951  0.246
H  0.619  0.991  2.655  0.221
H  -3.143  -0.991  0.597  0.229
H  -1.189  -1.224  0.603  0.215
H  2.561  1.083  0.463  0.238
H  2.583  -0.660  1.080  0.265
H  2.041  0.662  -1.414  0.432
H  1.719  -0.981  -1.527  0.458

Forces on atoms 1 to 2 (eV/Å):
C 2.3 0.2 -1.8
C 0.6 -0.5 2.1


The following is a DFT calculation (wB97M-V/def2-TZVPD) of an isolated molecule of C7H10N2 at a distorted geometry.

As for the HOMO energy: -7.637 eV. The frontier orbital gap comes out at 8.429 eV. The value obtained for the LUMO energy is 0.0291 Ha. Its structure (SMILES) is C=Cc1cc(CN)c[nH]1.

Last column: natural (NBO) charge in e.
Element x y z (Å)
C  -0.784  -1.039  3.400  -0.448
C  -0.102  -1.564  2.289  -0.188
C  -0.260  -0.753  0.968  0.060
C  -0.412  0.590  0.736  -0.310
C  0.094  0.821  -0.601  -0.100
C  0.071  1.828  -1.726  -0.268
N  0.377  1.221  -3.064  -0.782
C  0.415  -0.438  -1.168  -0.076
N  0.320  -1.265  -0.145  -0.489
H  -0.530  -1.504  4.583  0.229
H  -1.146  -0.019  3.102  0.224
H  0.817  -2.490  2.058  0.217
H  -0.530  1.495  1.383  0.232
H  -0.635  2.567  -1.603  0.192
H  0.912  2.546  -1.305  0.169
H  -0.746  1.522  -3.476  0.349
H  0.759  2.276  -3.418  0.357
H  0.887  -0.721  -2.004  0.217
H  1.203  -2.029  -0.240  0.416

Forces on atoms 1 to 2 (eV/Å):
C 3.6 -2.4 0.1
C 0.5 0.6 -0.5


The following is a DFT calculation (wB97M-V/def2-TZVPD) of an isolated molecule of C7H10N2 at a distorted geometry.

As for the HOMO energy: -8.088 eV. The frontier orbital gap comes out at 8.920 eV. The value obtained for the LUMO energy is 0.0306 Ha. Its structure (SMILES) is C#C[C@H]1[C@H](C)C=NN1C.

Last column: natural (NBO) charge in e.
Element x y z (Å)
C  -2.827  -1.047  -0.698  -0.315
C  -1.736  -1.020  -0.155  -0.070
C  -0.216  -0.340  0.419  -0.005
C  1.003  -0.828  -0.466  -0.284
C  2.228  -1.142  0.448  -0.595
C  1.169  0.420  -1.289  0.021
N  0.401  1.374  -1.008  -0.182
N  -0.305  1.006  0.093  -0.310
C  -1.214  1.947  0.598  -0.394
H  -3.803  -1.371  -0.875  0.227
H  -0.334  -0.584  1.540  0.239
H  0.918  -1.707  -1.038  0.237
H  3.215  -1.175  0.030  0.221
H  1.919  -2.061  0.966  0.209
H  2.257  -0.409  1.185  0.203
H  1.775  0.409  -2.093  0.188
H  -1.809  1.391  1.384  0.207
H  -0.659  2.750  1.007  0.199
H  -1.984  2.387  -0.050  0.204

Forces on atoms 1 to 2 (eV/Å):
C 1.8 -0.4 1.3
C 1.8 1.3 0.0